Here is 10 unconnected molecules or ions with the total composition C38H56O30 from OMol25. Energies are from ωB97M-V/def2-TZVPD.

Cartesian coordinates (Å):
C1 1.967021 7.439168 2.759729
C2 2.422150 6.082215 2.481535
C3 2.036908 5.042894 3.447126
O1 1.340454 3.988790 2.747549
C4 1.336992 4.244885 1.545656
O2 0.720993 3.505575 0.744555
O3 1.851417 5.512996 1.311745
H1 0.919756 7.481292 3.059007
H2 2.139495 8.088188 1.901165
H3 2.454049 7.860176 3.639307
H4 3.509757 6.061132 2.412474
H5 1.452728 5.446048 4.274362
H6 2.943521 4.619084 3.879033
C5 -0.493864 -6.568301 -2.423322
C6 -0.990819 -5.190029 -2.770488
C7 -1.815673 -4.566495 -1.622114
O4 -1.170278 -3.269101 -1.479962
C8 -0.046963 -3.199444 -2.224321
O5 0.804157 -2.282361 -2.103858
O6 0.064638 -4.310451 -2.972359
H7 -0.362017 -6.752024 -1.357038
H8 0.482301 -6.786198 -2.856580
H9 -1.172093 -7.367802 -2.721498
H10 -1.548826 -5.373732 -3.688624
H11 -1.674123 -5.131568 -0.700836
H12 -2.831557 -4.480348 -2.007683
C9 2.154533 0.409316 0.694898
C10 0.630077 0.217147 0.912225
C11 -0.027799 -1.191825 0.737921
O7 -0.771466 -1.234252 1.943458
C12 -0.233876 -0.400676 2.832016
O8 -0.299738 -0.451359 4.052885
O9 0.300838 0.581499 2.196381
H13 2.588706 1.322661 1.101585
H14 2.406145 0.541655 -0.357372
H15 2.666452 -0.461762 1.103892
H16 0.031401 0.916223 0.328291
H17 0.522529 -2.127714 0.641220
H18 -0.769976 -1.247454 -0.058415
C13 -2.965562 4.424013 2.454308
C14 -2.723820 3.932178 1.053607
C15 -2.226095 2.531467 0.916296
O10 -3.288023 1.737319 0.545898
C16 -4.292231 2.416153 0.147046
O11 -5.319290 2.081351 -0.446076
O12 -4.034320 3.737432 0.497172
H19 -3.659365 3.818395 3.037381
H20 -3.337177 5.446540 2.520819
H21 -1.971515 4.395154 2.900565
H22 -2.160107 4.677400 0.492382
H23 -1.707156 2.199278 1.815431
H24 -1.467169 2.578766 0.135350
C17 -5.101939 -0.168642 3.299020
C18 -4.567088 0.438278 4.645373
C19 -3.270441 1.242495 4.591338
O13 -3.677398 2.416296 5.181433
C20 -4.824501 2.387130 5.788390
O14 -5.301864 3.178812 6.616934
O15 -5.456481 1.199280 5.386523
H25 -6.126065 -0.524027 3.412895
H26 -4.527626 -1.012448 2.916570
H27 -5.183527 0.571961 2.503441
H28 -4.288984 -0.364689 5.328030
H29 -2.858943 1.288390 3.583048
H30 -2.460837 0.877954 5.223578
C21 -3.342863 -6.808615 1.523307
C22 -2.091041 -6.664587 2.358738
C23 -0.992860 -7.654948 2.023681
O16 0.228123 -6.786581 1.973244
C24 -0.117578 -5.529013 1.736400
O17 0.589934 -4.609964 1.337459
O18 -1.457403 -5.455847 1.952744
H31 -4.026643 -5.987134 1.737140
H32 -3.757568 -7.782967 1.781688
H33 -3.277366 -6.694620 0.441262
H34 -2.297635 -6.690674 3.428666
H35 -1.136907 -8.177520 1.078023
H36 -0.895618 -8.408633 2.805094
C25 -2.445277 4.880994 -3.872983
C26 -2.230362 3.351922 -4.055022
C27 -0.979964 2.880960 -4.767071
O19 -0.433007 1.953784 -3.897768
C28 -1.224920 1.775026 -2.808615
O20 -1.220502 0.793978 -2.052178
O21 -2.075233 2.737871 -2.755482
H37 -2.604366 5.331287 -4.852792
H38 -1.620201 5.321235 -3.313039
H39 -3.374625 4.993019 -3.314535
H40 -3.043505 2.926059 -4.642844
H41 -0.284029 3.719003 -4.728814
H42 -1.103620 2.538630 -5.794500
C29 4.302505 -0.778702 -2.159964
C30 4.048696 -1.042061 -3.613122
C31 2.650862 -0.824767 -4.165804
O22 2.883636 -0.096404 -5.395014
C32 4.161492 0.292732 -5.453176
O23 4.618051 1.023658 -6.345880
O24 4.768461 -0.140858 -4.286135
H43 5.331542 -1.050842 -1.925196
H44 3.741957 -1.531825 -1.606159
H45 4.198491 0.242293 -1.792739
H46 4.450619 -2.020881 -3.874839
H47 2.059037 -0.317184 -3.404097
H48 2.166801 -1.773347 -4.398164
O25 5.105394 4.353398 -4.503540
C33 4.423069 3.977760 -3.567017
O26 4.511091 4.522613 -2.315342
C34 3.326031 4.377432 -1.654442
C35 2.707005 3.200921 -2.368894
O27 3.362065 3.134834 -3.608094
H49 3.284244 4.242865 -0.573585
H50 2.679597 5.221981 -1.893092
H51 1.634531 3.395062 -2.354520
H52 2.926275 2.258322 -1.867351
O28 4.565676 -7.353264 0.895725
C36 4.000125 -6.271890 0.755386
O29 3.406120 -5.941567 -0.416469
C37 2.981046 -4.607015 -0.409150
C38 3.541557 -4.108753 0.902814
O30 3.988909 -5.226533 1.607082
H53 3.607399 -4.258828 -1.230461
H54 1.918559 -4.434408 -0.580695
H55 2.795000 -3.536401 1.453426
H56 4.328770 -3.355289 0.876408

Cartesian forces (eV/Å) of the 3 atoms listed first:
C -0.9527 1.5314 0.3650
C 0.8286 -1.1721 -0.7044
C 0.5151 -1.0776 2.9637

## Properties
- Largest force on an atom: 0.1343 hartree/bohr
- SMILES string: C[C@H]1COC(=O)O1.C[C@H]1COC(=O)O1.C[C@H]1COC(=O)O1.C[C@H]1COC(=O)O1.C[C@H]1COC(=O)O1.C[C@H]1COC(=O)O1.C[C@H]1COC(=O)O1.C[C@H]1COC(=O)O1.O=C1OCCO1.O=C1OCCO1
- 2S+1: 1
- HOMO: -0.38235 hartree
- Kohn-Sham gap: 10.43 eV
- Energy above the lowest of the compared OMol25 structures with the same formula, charge and spin: 5.117 eV

=====

Here is 3 unconnected molecules or ions with the total composition C38H57ClFN3O8P2S from OMol25. Energies are from ωB97M-V/def2-TZVPD.

Cartesian coordinates (Å):
C1 4.363347 -0.140039 4.304612
C2 4.764752 -0.033859 2.821171
O1 3.694647 -0.358300 1.955136
C3 3.496820 -1.758697 1.797083
C4 2.013988 -2.122823 1.973105
C5 1.838134 -3.470698 2.678657
C6 0.518767 -4.203942 2.325605
C7 -0.583422 -4.062286 3.412001
C8 -1.254689 -2.719783 3.298998
C9 -0.942008 -1.620525 3.997511
C10 0.122488 -1.556856 5.051080
C11 -0.198766 -0.566650 6.139190
O2 -1.269505 -0.265256 6.540708
F1 0.909763 -0.064594 6.711871
C12 -1.662339 -0.351750 3.688294
O3 -1.133018 0.722358 3.833417
C13 -3.067384 -0.471813 3.161385
C14 -4.017182 0.526211 3.323250
O4 -3.641792 1.710104 3.969751
C15 -4.267187 1.948751 5.084630
N1 -4.890520 2.305537 5.985880
C16 -5.298166 0.354606 2.813546
P1 -6.592467 1.643039 2.882894
S1 -6.224282 3.098791 1.648552
C17 -5.631840 -0.823900 2.159278
C18 -4.702745 -1.850799 1.987620
P2 -5.264792 -3.368567 1.088090
O5 -6.873971 -3.256128 1.413070
Cl1 -4.746047 -4.892272 2.400888
C19 -3.421403 -1.635906 2.485488
C20 -2.352866 -2.655313 2.282042
O6 -2.375055 -3.395943 1.326771
H1 3.443412 -0.719928 4.384671
H2 5.154662 -0.588648 4.902806
H3 4.131209 0.845850 4.706933
H4 5.634315 -0.665952 2.610182
H5 5.062012 0.989398 2.592505
H6 4.116224 -2.311847 2.507556
H7 3.782726 -2.027777 0.774878
H8 1.517712 -2.154085 1.002301
H9 1.565901 -1.286519 2.516747
H10 2.647241 -4.118793 2.329204
H11 1.939641 -3.389749 3.763468
H12 0.137296 -3.722197 1.426402
H13 0.696507 -5.252886 2.098310
H14 -0.150738 -4.204700 4.400157
H15 -1.332095 -4.824818 3.196591
H16 0.200609 -2.521347 5.557423
H17 1.111980 -1.326580 4.655222
H18 -6.780952 2.027854 4.216928
H19 -7.771607 0.960559 2.532309
H20 -6.631824 -0.951349 1.765971
H21 -7.025892 -3.379385 2.362572
C21 -5.644400 6.759644 -4.338094
C22 -5.622831 6.726908 -2.785491
C23 -4.413949 7.499804 -2.242666
C24 -3.083296 6.766494 -2.389712
C25 -3.181890 5.364587 -1.793060
C26 -4.333305 4.553344 -2.388263
N2 -5.618191 5.313534 -2.297146
O7 -6.097851 5.244091 -1.098120
C27 -3.998309 4.190313 -3.846162
C28 -4.466458 3.227709 -1.647702
C29 -6.889477 7.438944 -2.320421
H22 -5.747639 5.766991 -4.769115
H23 -6.499487 7.327665 -4.703221
H24 -4.747021 7.217830 -4.756980
H25 -4.574630 7.708402 -1.180119
H26 -4.364148 8.469850 -2.742512
H27 -2.783206 6.720587 -3.440454
H28 -2.301569 7.328440 -1.874657
H29 -2.245564 4.823724 -1.947451
H30 -3.318228 5.448538 -0.710256
H31 -4.834997 3.671087 -4.316474
H32 -3.138860 3.519705 -3.863288
H33 -3.738203 5.047270 -4.463554
H34 -4.593464 3.365278 -0.576069
H35 -3.565008 2.633171 -1.802707
H36 -5.316981 2.653419 -2.019237
H37 -7.783502 6.891004 -2.621721
H38 -6.924153 8.429449 -2.775445
H39 -6.916708 7.569800 -1.240508
C30 5.506804 -2.384963 -4.932879
C31 5.565748 -2.261932 -3.385994
C32 6.880072 -1.607665 -2.941803
C33 8.097746 -2.523020 -3.028547
C34 7.830982 -3.830507 -2.288061
C35 6.567461 -4.537272 -2.780573
N3 5.394511 -3.607900 -2.752852
O8 4.945066 -3.487964 -1.546895
C36 6.813306 -5.088042 -4.196300
C37 6.281523 -5.753648 -1.906252
C38 4.418229 -1.340943 -2.980983
H40 5.260550 -3.392977 -5.256952
H41 4.725567 -1.746724 -5.343948
H42 6.445435 -2.097328 -5.408921
H43 6.776241 -1.271794 -1.904873
H44 7.043877 -0.709277 -3.540667
H45 8.361190 -2.715555 -4.072186
H46 8.960189 -2.021566 -2.585121
H47 8.683288 -4.504635 -2.397574
H48 7.736181 -3.619074 -1.218096
H49 5.904130 -5.536448 -4.599844
H50 7.576942 -5.864925 -4.154999
H51 7.166756 -4.339818 -4.901733
H52 6.202993 -5.492912 -0.852763
H53 7.094725 -6.471868 -2.011420
H54 5.354465 -6.243117 -2.208582
H55 3.451066 -1.789968 -3.212254
H56 4.503831 -0.406613 -3.536191
H57 4.437448 -1.096475 -1.920326

Cartesian forces (eV/Å) of the 3 atoms listed first:
C -0.0322 0.2498 -0.3326
C 0.0323 0.0443 0.2663
O 0.1031 0.0180 -0.0396

## Properties
- Largest force on an atom: 0.0380 hartree/bohr
- 2S+1: 3
- HOMO (spin up / spin down): -0.29848 / -0.32202 hartree
- Kohn-Sham gap (spin up / spin down): 6.47 / 7.11 eV